[1]
{"formula": "C27H36As8F48N5O", "method": "the ωB97M-V functional and the def2-TZVPD basis", "multiplicity": 1, "total_charge": -3, "symbols": ["As", "As", "As", "As", "As", "As", "As", "As", "F", "F", "F", "F", "F", "F", "F", "F", "F", "F", "F", "F", "F", "F", "F", "F", "F", "F", "F", "F", "F", "F", "F", "F", "F", "F", "F", "F", "F", "F", "F", "F", "F", "F", "F", "F", "F", "F", "F", "F", "F", "F", "F", "F", "F", "F", "F", "F", "O", "N", "N", "N", "N", "N", "C", "C", "C", "C", "C", "C", "C", "C", "C", "C", "C", "C", "C", "C", "C", "C", "C", "C", "C", "C", "C", "C", "C", "C", "C", "C", "C", "H", "H", "H", "H", "H", "H", "H", "H", "H", "H", "H", "H", "H", "H", "H", "H", "H", "H", "H", "H", "H", "H", "H", "H", "H", "H", "H", "H", "H", "H", "H", "H", "H", "H", "H", "H"], "positions_angstrom": [[16.77, -15.26, 6.03], [9.47, -12.95, 0.87], [11.76, -8.04, 3.53], [6.37, -13.39, 5.35], [10.73, -17.96, 6.03], [10.66, -12.15, 8.76], [16.15, -10.91, 2.17], [13.47, -16.58, 1.52], [11.75, -8.52, 1.82], [11.12, -9.58, 3.98], [10.71, -13.70, 7.85], [12.53, -15.17, 0.81], [15.44, -16.34, 6.67], [9.44, -18.91, 5.28], [13.17, -15.97, 3.18], [14.24, -18.01, 2.29], [12.13, -18.91, 5.20], [7.82, -12.46, 4.99], [9.59, -16.83, 6.94], [8.65, -12.61, 2.43], [13.40, -8.65, 3.92], [6.06, -12.39, 6.86], [12.62, -6.54, 3.04], [14.41, -10.48, 1.78], [9.05, -11.29, 0.37], [18.16, -14.31, 5.36], [10.81, -19.09, 7.39], [16.72, -9.46, 1.22], [11.10, -12.31, 1.51], [7.30, -14.54, 6.45], [9.78, -14.63, 1.36], [15.96, -13.79, 6.42], [10.13, -13.05, 10.16], [7.89, -13.54, 0.25], [16.24, -9.89, 3.62], [8.88, -11.92, 8.42], [16.32, -11.87, 0.71], [6.85, -14.48, 3.96], [15.60, -12.29, 3.18], [10.82, -16.92, 4.53], [13.79, -17.22, -0.15], [10.17, -13.18, -0.77], [17.49, -15.20, 7.70], [14.95, -15.63, 1.29], [17.72, -16.74, 5.49], [16.00, -15.28, 4.43], [12.01, -16.98, 6.83], [10.12, -7.38, 3.37], [5.32, -12.21, 4.46], [11.91, -17.50, 1.51], [4.97, -14.47, 5.81], [12.31, -12.39, 9.16], [10.84, -10.56, 9.64], [11.16, -11.22, 7.40], [17.91, -11.35, 2.54], [11.75, -7.50, 5.21], [13.30, -14.14, 5.65], [7.47, -17.55, 1.88], [0.57, -17.11, 0.16], [10.37, -19.10, 11.79], [14.45, -13.63, 10.14], [11.55, -14.21, 4.06], [5.26, -18.59, 1.34], [2.31, -17.89, 1.55], [1.46, -16.54, -0.69], [14.08, -14.49, 9.18], [10.28, -14.17, 4.84], [11.85, -17.38, 12.43], [12.84, -12.06, 4.47], [11.20, -17.53, 10.13], [9.63, -20.32, 12.10], [11.07, -18.50, 12.72], [13.10, -14.85, 11.71], [11.95, -16.89, 11.16], [5.60, -16.25, 1.06], [8.84, -17.65, 2.25], [2.84, -16.58, -0.42], [12.95, -15.89, 10.83], [4.75, -17.34, 1.07], [13.93, -13.79, 11.41], [0.96, -17.87, 1.19], [6.70, -18.64, 1.68], [-0.89, -17.14, -0.29], [15.25, -12.40, 9.91], [12.73, -13.56, 4.72], [13.51, -15.71, 9.53], [3.30, -17.23, 0.74], [10.43, -18.67, 10.46], [6.91, -16.33, 1.47], [9.05, -18.43, 2.98], [-1.17, -18.17, -0.51], [9.39, -14.52, 4.31], [10.11, -21.25, 11.79], [13.23, -16.43, 8.77], [5.27, -15.23, 1.00], [14.07, -12.98, 12.11], [11.86, -15.17, 4.03], [12.56, -14.74, 12.64], [3.45, -16.03, -1.12], [9.44, -20.25, 13.17], [0.26, -18.41, 1.82], [16.16, -12.74, 9.42], [10.48, -14.87, 5.64], [15.39, -11.76, 10.78], [11.05, -18.90, 13.73], [2.53, -18.55, 2.38], [1.14, -15.94, -1.53], [7.45, -15.46, 1.82], [10.15, -13.15, 5.20], [9.25, -17.98, 1.30], [4.61, -19.43, 1.19], [12.82, -11.68, 3.45], [11.46, -13.96, 3.09], [14.81, -11.76, 9.14], [12.39, -16.94, 13.26], [9.18, -16.67, 2.58], [11.22, -17.32, 9.07], [-1.04, -16.50, -1.16], [7.10, -19.58, 2.02], [13.65, -11.64, 5.07], [8.66, -20.27, 11.61], [9.82, -19.24, 9.78], [14.33, -14.14, 8.19], [11.99, -11.53, 4.89], [-1.54, -16.76, 0.51]], "lowdin_charge": [0.9051, 0.9248, 0.8170, 0.9664, 0.9884, 0.8328, 0.9299, 0.9435, -0.2828, -0.2551, -0.2779, -0.3051, -0.3206, -0.2914, -0.2610, -0.2929, -0.3082, -0.2441, -0.2946, -0.2805, -0.2991, -0.3202, -0.3250, -0.2988, -0.2809, -0.3026, -0.3037, -0.3425, -0.2725, -0.3236, -0.2864, -0.2622, -0.2967, -0.3310, -0.3052, -0.2901, -0.2900, -0.3214, -0.2841, -0.2665, -0.3335, -0.2895, -0.3481, -0.2552, -0.3373, -0.2570, -0.2765, -0.3042, -0.3094, -0.3258, -0.3548, -0.2498, -0.3200, -0.2267, -0.3603, -0.3067, 0.0963, -0.0439, -0.0806, -0.1085, -0.0535, 0.0839, 0.0435, 0.0683, 0.0178, 0.0512, -0.0139, 0.0240, 0.0182, 0.1218, 0.0053, -0.0251, -0.0063, -0.1084, 0.0479, 0.0236, 0.0688, -0.1305, -0.1882, 0.0158, -0.0115, 0.0572, 0.0399, 0.0424, -0.3140, 0.1269, -0.0782, 0.0742, 0.0897, 0.1002, 0.1004, 0.0685, 0.1097, 0.1140, 0.1500, 0.1346, 0.0819, 0.1242, 0.1410, 0.0940, 0.1452, 0.1095, 0.0543, 0.0981, 0.1371, 0.1313, 0.1410, 0.1182, 0.0940, 0.1298, 0.1131, 0.0736, 0.1188, 0.1185, 0.1253, 0.1014, 0.1011, 0.0949, 0.1401, 0.0977, 0.1050, 0.1357, 0.1390, 0.0665, 0.1013]}

***

[2]
{"formula": "C27H36CdN4O7PSTe", "method": "the ωB97M-V functional and the def2-TZVPD basis", "multiplicity": 1, "total_charge": 1, "symbols": ["Te", "Cd", "S", "P", "O", "O", "O", "O", "O", "O", "O", "N", "N", "N", "N", "C", "C", "C", "C", "C", "C", "C", "C", "C", "C", "C", "C", "C", "C", "C", "C", "C", "C", "C", "C", "C", "C", "C", "C", "C", "C", "C", "H", "H", "H", "H", "H", "H", "H", "H", "H", "H", "H", "H", "H", "H", "H", "H", "H", "H", "H", "H", "H", "H", "H", "H", "H", "H", "H", "H", "H", "H", "H", "H", "H", "H", "H", "H"], "positions_angstrom": [[-2.06, 0.06, -2.07], [-0.14, 0.98, -0.14], [0.38, 0.78, 2.53], [-3.10, 2.06, -1.01], [-2.36, -0.95, 1.24], [6.40, -4.60, 0.25], [4.91, -5.80, 1.42], [-3.53, 3.11, -2.15], [0.44, 2.27, 2.68], [-4.52, 1.88, -0.42], [-2.10, 2.56, 0.01], [1.14, 2.75, -0.88], [0.40, -2.47, -0.53], [2.02, 0.15, -0.91], [-1.98, -3.17, 1.09], [3.62, -1.46, 0.04], [2.63, -3.04, -2.91], [4.37, -2.63, 0.38], [3.24, 3.61, -1.67], [1.31, 5.07, -1.26], [1.56, -2.22, -1.32], [2.88, 1.12, -1.19], [4.09, -3.92, 0.16], [5.11, -4.87, 0.67], [2.66, 4.88, -1.68], [0.61, 4.01, -0.77], [2.06, 0.15, 3.01], [-2.70, -2.05, 0.86], [2.44, -1.17, -0.66], [0.48, -3.39, 0.53], [1.57, -4.22, 0.65], [-0.62, 0.18, 3.87], [-4.06, 5.29, -2.94], [1.75, -2.01, -2.89], [2.18, -3.68, -1.57], [-5.01, 1.23, 0.83], [-3.03, 4.51, -2.18], [-0.61, -3.23, 1.56], [2.42, 2.54, -1.26], [2.65, -4.38, -0.33], [-3.98, -2.34, 0.07], [-5.23, 2.36, 1.85], [1.92, -0.86, 3.39], [-4.29, 2.67, 2.31], [5.27, -2.39, 1.02], [-4.84, -2.61, 0.72], [6.39, -3.88, -0.39], [-4.28, -1.42, -0.44], [2.64, -5.51, -0.51], [3.35, -3.36, -3.70], [2.39, 0.86, 3.75], [-2.95, 4.85, -1.12], [3.25, 5.73, -1.97], [-0.52, -4.08, 2.31], [-2.02, 4.54, -2.61], [-2.44, -4.05, 0.95], [-4.27, 0.47, 1.08], [3.98, 1.00, -1.26], [4.20, 3.39, -2.10], [-1.51, -0.39, 3.59], [-5.04, 5.04, -2.49], [-5.93, 0.78, 0.48], [-3.85, -3.18, -0.64], [-0.48, -2.30, -1.06], [2.73, 0.12, 2.12], [-0.06, -0.31, 4.69], [-0.33, 4.13, -0.19], [1.30, -4.30, -1.85], [-5.73, 3.26, 1.45], [-0.36, -2.29, 2.08], [0.91, 6.05, -1.35], [1.44, -1.22, -3.57], [4.06, -0.56, 0.51], [-5.87, 1.96, 2.68], [-4.13, 5.12, -4.06], [-3.93, 6.35, -2.72], [-0.95, 1.16, 4.34], [1.71, -4.71, 1.57]], "lowdin_charge": [0.4358, 1.1687, 0.7111, 0.1116, -0.0669, 0.1009, 0.1350, -0.3033, -0.5462, -0.2792, -0.4892, 0.0091, 0.0580, 0.0217, 0.0698, -0.0084, 0.0122, -0.0377, 0.0050, -0.0220, -0.3512, -0.0206, -0.0544, -0.4633, -0.0080, -0.0972, -0.1896, -0.5881, -0.1960, -0.2114, -0.0053, -0.2424, -0.0842, 0.0381, -0.1464, -0.1863, -0.2518, -0.1105, -0.2440, -0.1996, -0.0267, -0.0649, 0.0531, 0.0692, 0.1502, 0.1032, 0.1004, 0.0268, 0.1779, 0.1164, 0.0592, 0.1190, 0.1151, 0.1519, 0.1080, 0.1499, 0.0792, 0.1406, 0.1143, 0.0471, 0.0913, 0.1177, 0.0908, 0.0859, 0.0322, 0.0700, 0.1118, 0.1596, 0.0903, 0.1050, 0.1086, 0.1019, 0.0996, 0.0895, 0.1014, 0.0766, 0.0913, 0.1129]}

***

For each record above, in turn, the calculated HOMO energy values are -3.0; -10.2 eV.